[1]
28
Properties=species:S:1:pos:R:3:forces:R:3:nbo_charge:R:1 method="wB97M-V/def2-TZVPD" homo_ev=-9.76 e_above_lowest_kj_mol=118.2 smiles="CCOC(C)=O.CCOC(C)=O" orbital_gap_ha=0.3859
C 0.8095 -2.4128 -0.3895 -0.73 -0.59 -0.10 -0.6256
C 0.7495 -1.4521 0.7681 0.64 0.91 -0.12 -0.0771
O 1.7817 -1.7808 1.7269 0.32 2.32 1.70 -0.5273
C 2.1046 -0.6902 2.5921 -0.50 1.55 -1.38 0.8008
C 3.3731 -0.9115 3.4122 -0.12 -0.67 -0.14 -0.7216
O 1.5368 0.4142 2.5724 0.94 -3.31 -0.13 -0.5971
H -0.0407 -2.1079 -1.0226 0.33 -0.36 -0.07 0.2169
H 0.6598 -3.4610 -0.0803 0.03 0.39 -0.13 0.2142
H 1.7338 -2.3511 -0.9881 -0.33 0.15 0.45 0.2173
H 0.9870 -0.4629 0.3315 -0.21 -0.24 0.53 0.1848
H -0.2232 -1.3651 1.2894 0.42 -0.32 -0.39 0.1909
H 4.0364 -0.0362 3.3093 -0.52 -0.29 0.02 0.2464
H 3.9173 -1.8076 3.0693 -0.33 0.35 0.17 0.2340
H 3.1220 -1.0390 4.4787 0.04 0.11 -0.45 0.2443
C -0.4173 2.4606 0.0038 -1.40 -0.25 -0.38 -0.6262
C -1.9053 2.1162 -0.5062 1.53 1.55 2.12 -0.0841
O -1.7309 1.2673 -1.6096 6.16 2.71 3.46 -0.4652
C -2.6741 0.8618 -2.2261 -8.53 -4.79 -4.63 0.7938
C -2.3026 -0.0129 -3.3999 1.50 0.33 -0.78 -0.7064
O -3.8832 0.9803 -1.9983 1.26 0.94 0.65 -0.6475
H -0.4534 3.2554 0.7676 -0.05 -0.38 -0.31 0.2187
H 0.1645 2.8275 -0.8585 -0.27 -0.12 0.34 0.2105
H 0.1006 1.5854 0.4309 -0.38 0.34 -0.16 0.2240
H -2.5334 1.6227 0.2602 0.42 0.19 -0.40 0.2032
H -2.4036 3.0626 -0.7914 0.14 -0.63 -0.11 0.1966
H -1.2011 -0.0625 -3.3734 -0.31 -0.24 -0.50 0.2064
H -2.6083 0.5396 -4.3042 0.13 -0.36 0.23 0.2356
H -2.6996 -1.0400 -3.4642 -0.19 0.71 0.52 0.2399

***

[2]
117
Properties=species:S:1:pos:R:3:forces:R:3:lowdin_spin:R:1 method="wB97M-V/def2-TZVPD" multiplicity=2 total_charge=-1 homo_ev="-4.60 / -4.77" e_above_lowest_kj_mol=142.6 orbital_gap_ha="0.2178 / 0.1837"
In 0.0642 -0.3513 -0.5861 0.15 -0.03 -0.47 0.1271
C 5.8542 5.6929 0.0835 0.24 0.03 0.05 0.0000
O 4.4650 5.4974 0.0521 -0.36 -0.12 0.15 -0.0002
C 3.8278 5.1581 1.2126 -0.15 -0.04 0.09 -0.0003
C 2.4435 5.0012 1.1177 0.21 0.07 -0.18 0.0003
C 1.6920 4.6619 2.2158 0.00 0.04 0.29 0.0006
C 2.2941 4.5169 3.4767 0.72 -0.06 -1.46 0.0000
C 3.6807 4.6778 3.5632 -0.60 -0.22 0.15 -0.0004
C 4.4431 4.9699 2.4472 0.32 0.03 -0.43 0.0000
N 1.5560 4.4934 4.6472 -0.29 0.36 1.35 -0.0024
N 0.4523 3.9495 4.8213 0.08 0.64 1.20 0.0004
C -0.1045 2.9818 4.0246 -0.66 -0.81 -1.10 -0.0017
C -1.4765 3.0451 3.7875 0.79 0.24 0.15 0.0019
C -2.0994 2.1953 2.8970 -0.08 -0.33 -0.24 0.0044
C -1.3986 1.1846 2.2215 -0.31 0.13 0.01 0.0108
O -1.9211 0.5050 1.2626 0.04 -0.06 0.31 0.0975
C -0.0214 0.9800 2.6003 0.07 0.51 0.51 0.0016
N 0.6207 -0.0734 2.0680 0.14 -0.31 -0.66 0.0031
C 1.8518 -0.3313 2.4372 0.04 -0.28 -0.01 -0.0018
C 2.5458 0.4485 3.3667 -0.06 0.24 0.28 0.0003
C 1.9338 1.5577 3.8888 0.24 -0.26 -0.09 -0.0018
C 0.6219 1.8750 3.4940 -0.31 0.00 -0.03 0.0004
H 6.1336 5.9855 -0.9287 0.04 -0.02 0.12 0.0000
H 6.3863 4.7721 0.3519 -0.03 0.07 0.00 0.0000
H 6.1323 6.4897 0.7846 0.00 -0.07 -0.06 0.0000
H 1.9792 5.1477 0.1558 -0.09 0.01 -0.12 0.0000
H 0.6195 4.5583 2.1140 0.02 -0.02 -0.03 0.0011
H 4.1611 4.5686 4.5246 0.00 0.07 0.13 0.0000
H 5.5137 5.0649 2.5561 0.06 0.04 -0.02 0.0000
H -2.0306 3.8584 4.2356 -0.03 0.03 0.11 0.0002
H -3.1359 2.3489 2.6400 -0.10 -0.03 -0.02 -0.0002
H 2.3079 -1.2118 2.0026 0.13 0.06 -0.07 0.0001
H 3.5440 0.1650 3.6637 0.09 -0.03 0.04 0.0001
H 2.4381 2.1714 4.6225 0.03 -0.01 -0.02 -0.0001
C 3.4043 1.8676 0.3497 -0.31 0.58 0.00 -0.0001
N 3.7943 0.5271 0.0217 0.18 -0.83 -0.38 -0.0009
C 4.7353 -0.2235 0.6764 0.24 -0.31 0.13 -0.0006
C 4.8849 -1.3713 -0.0268 0.36 0.01 0.41 0.0001
N 4.0589 -1.3357 -1.1104 -0.01 0.44 0.04 -0.0012
B 4.0582 -2.3143 -2.3030 -0.04 0.20 0.20 0.0005
N 2.8262 -3.2710 -2.2733 -0.47 -0.16 0.11 0.0075
C 2.6925 -4.1873 -3.2731 -0.15 -0.45 -0.19 0.0022
C 1.5829 -4.9283 -3.0435 0.28 -0.16 -0.15 0.0056
N 1.0275 -4.4608 -1.8842 0.60 0.53 -0.33 0.0041
C -0.1079 -5.0063 -1.2015 -0.37 -0.15 0.39 0.0011
C 1.8014 -3.4359 -1.4360 -0.16 -0.19 -0.06 0.0018
S 1.4734 -2.6603 0.0401 -0.60 1.08 0.61 0.0542
C 3.3879 -0.1776 -1.0651 0.14 0.25 0.16 -0.0005
S 2.2274 0.3475 -2.1665 -0.86 -0.03 -0.06 -0.0117
H 3.8918 2.1656 1.2764 -0.03 -0.04 0.00 0.0000
H 2.3188 1.9444 0.4740 0.12 -0.01 0.02 -0.0001
H 3.6961 2.5472 -0.4536 0.00 -0.03 0.11 -0.0001
H 5.2079 0.1208 1.5733 0.10 0.05 0.15 -0.0001
H 5.5239 -2.2091 0.1562 0.14 -0.16 0.04 0.0000
H 5.0351 -2.9949 -2.2226 0.33 -0.20 0.05 0.0002
H 3.9919 -1.6854 -3.3086 0.10 0.08 -0.33 0.0001
H 3.3889 -4.2255 -4.0832 0.07 0.02 -0.20 0.0001
H 1.1487 -5.7332 -3.5987 -0.10 -0.10 -0.14 0.0004
H -0.6954 -5.5974 -1.8993 0.02 0.03 -0.05 0.0001
H -0.7202 -4.1944 -0.7990 0.05 -0.14 -0.04 0.0010
H 0.2197 -5.6432 -0.3758 -0.07 0.08 -0.02 0.0001
Te -0.7055 2.4094 -0.4630 -0.10 -0.16 -0.31 0.1011
C 0.1692 3.6052 -1.9565 0.56 -0.46 0.15 0.0092
C -0.4849 4.5450 -2.6976 -0.32 -0.17 0.18 0.0096
C 0.3705 5.3639 -3.4606 0.19 0.24 -0.15 0.0005
C 1.6782 5.0392 -3.2958 0.22 -0.22 0.23 0.0088
S 1.8727 3.7216 -2.2149 -0.39 0.34 -0.32 0.0012
H -1.5556 4.6504 -2.6816 -0.20 -0.01 0.00 0.0003
H 0.0270 6.1599 -4.0985 -0.04 0.10 -0.14 -0.0002
H 2.5431 5.4779 -3.7528 0.13 0.14 -0.18 0.0005
C -6.1437 -1.1521 0.2199 0.74 0.15 0.02 0.0049
Si -4.5052 -0.2352 0.6980 -0.97 0.25 0.18 0.0159
C -4.6501 1.4780 -0.1541 0.50 -0.63 0.21 0.0009
C -4.7538 0.0152 2.5915 0.49 -0.27 -0.58 -0.0018
Ge -2.5492 -1.6448 0.1177 -0.19 -0.48 -0.16 0.3086
Si -2.2060 -3.0848 2.1362 -0.32 -0.60 0.49 0.0328
C -1.9145 -2.1089 3.7542 -0.10 -0.03 -0.73 -0.0020
C -3.9005 -3.9889 2.3086 0.62 0.44 -0.19 0.0196
C -0.8747 -4.4745 2.1670 -0.35 0.65 -0.32 0.0001
Si -3.1307 -2.6285 -2.2664 -0.71 -0.09 0.02 0.0900
C -3.8395 -1.0608 -3.1189 0.39 -0.43 0.42 0.0059
C -2.1480 -3.7044 -3.5324 0.08 0.43 0.74 0.0079
C -4.6018 -3.8146 -1.8466 0.57 0.61 0.06 0.0392
H -6.9907 -0.7167 0.7400 -0.13 0.24 0.19 0.0005
H -6.1040 -2.2017 0.4966 -0.01 -0.21 0.09 0.0004
H -6.3520 -1.0948 -0.8434 0.01 -0.02 -0.27 0.0001
H -5.4264 2.0913 0.2982 -0.21 -0.10 0.21 0.0000
H -4.8808 1.3821 -1.2107 -0.02 -0.09 -0.21 0.0001
H -3.7098 2.0157 -0.0699 0.10 0.08 -0.02 0.0001
H -5.3515 0.8992 2.8000 -0.14 0.17 -0.15 -0.0003
H -3.8009 0.1430 3.0883 0.17 0.05 0.18 0.0000
H -5.2584 -0.8329 3.0467 -0.09 -0.22 -0.01 0.0000
H -2.8178 -1.6149 4.0898 -0.23 0.16 0.01 0.0000
H -1.1583 -1.3496 3.5961 0.19 0.22 0.00 -0.0001
H -1.5720 -2.7512 4.5599 0.05 -0.31 0.02 -0.0002
H -4.6967 -3.2673 2.4542 -0.22 0.19 0.02 0.0003
H -3.9088 -4.6707 3.1524 0.11 -0.14 0.26 0.0027
H -4.1342 -4.5628 1.4172 -0.03 -0.11 -0.23 0.0010
H 0.0751 -4.0963 1.8020 0.13 -0.03 -0.07 0.0001
H -1.1614 -5.3297 1.5623 -0.08 -0.11 -0.17 0.0001
H -0.7201 -4.8292 3.1831 -0.17 0.06 0.24 0.0001
H -3.3504 -0.1767 -2.7180 0.06 0.16 0.03 0.0003
H -4.9081 -0.9580 -2.9550 -0.21 -0.07 0.13 0.0001
H -3.6662 -1.0658 -4.1907 0.10 -0.11 -0.20 0.0006
H -1.0763 -3.5812 -3.4411 0.22 -0.04 -0.03 0.0006
H -2.4084 -3.4166 -4.5473 -0.16 0.21 -0.11 0.0010
H -2.3872 -4.7582 -3.4217 -0.12 -0.15 0.13 0.0002
H -5.3125 -3.3377 -1.1846 -0.20 0.09 0.17 0.0011
H -4.2567 -4.7262 -1.3675 0.15 -0.16 0.10 0.0002
H -5.1289 -4.0986 -2.7522 -0.06 -0.02 -0.31 0.0065
N -0.6885 -1.1243 -2.7524 0.35 0.27 0.11 0.0225
C -0.2243 -1.0692 -3.8238 -0.66 -0.14 1.00 0.0005
C 0.2345 -1.1156 -5.1018 0.22 0.09 -0.04 0.0012
C -0.0776 -0.1261 -6.0319 -0.34 0.67 -0.55 0.0002
N -0.3489 0.6570 -6.8326 -0.02 0.17 -0.10 0.0008
C 1.0150 -2.1955 -5.5069 0.41 -0.76 -0.22 0.0002
N 1.6272 -3.1087 -5.8547 0.13 -0.12 -0.14 0.0009

***

[3]
47
Properties=species:S:1:pos:R:3:forces:R:3:nbo_charge:R:1 method="wB97M-V/def2-TZVPD" homo_ev=-8.21 e_above_lowest_kj_mol=161.8 smiles=COc1ccccc1CCN[C@@H](C)CCc1ccc(O)cc1 orbital_gap_ha=0.3298
C -0.5920 -0.5472 2.1733 -0.10 -0.28 0.16 -0.2551
O -0.0739 0.5650 1.4837 0.20 0.43 -0.10 -0.5235
C 0.3270 1.6577 2.2092 0.05 0.20 0.05 0.2858
C 0.2028 1.7508 3.5887 -0.12 -0.30 -0.06 -0.2464
C 0.6349 2.8851 4.2563 0.06 0.12 0.01 -0.2167
C 1.1910 3.9350 3.5538 0.02 0.06 0.17 -0.2355
C 1.3089 3.8434 2.1772 -0.07 -0.12 0.02 -0.1850
C 0.8838 2.7221 1.4833 -0.16 -0.08 -0.07 -0.0607
C 1.0655 2.6501 -0.0051 0.25 -0.17 -0.07 -0.4458
C 2.3300 1.8341 -0.3912 -0.03 0.14 0.06 -0.2035
N 2.0899 0.4472 -0.7156 -0.21 -0.40 0.15 -0.6463
C 1.6178 0.1927 -2.0719 0.31 -0.29 -0.29 -0.0390
C 2.8370 -0.0825 -2.9584 -0.35 0.18 0.09 -0.6014
C 0.6597 -1.0037 -2.0965 -0.12 0.51 0.05 -0.4086
C -0.7506 -0.6121 -1.6550 0.13 -0.10 -0.09 -0.4426
C -1.6704 -1.7656 -1.3531 0.00 0.12 0.03 0.0386
C -1.4889 -3.0351 -1.8818 -0.03 0.11 0.07 -0.2277
C -2.3640 -4.0649 -1.5809 -0.17 -0.14 0.06 -0.2790
C -3.4473 -3.8426 -0.7429 0.25 0.14 -0.14 0.2915
O -4.3305 -4.8281 -0.4165 -0.13 -0.12 0.05 -0.6663
C -3.6461 -2.5722 -0.2125 -0.16 -0.27 0.02 -0.2684
C -2.7660 -1.5554 -0.5190 0.03 -0.15 -0.10 -0.2092
H -1.5173 -0.2972 2.7020 0.04 0.00 -0.01 0.1788
H 0.1362 -0.9509 2.8836 -0.03 0.03 -0.01 0.1803
H -0.8091 -1.2982 1.4142 0.00 0.03 0.08 0.2085
H -0.2291 0.9436 4.1588 -0.04 -0.09 0.01 0.2097
H 0.5320 2.9382 5.3300 -0.01 0.00 0.08 0.2123
H 1.5302 4.8202 4.0698 0.03 0.08 0.05 0.2129
H 1.7418 4.6635 1.6224 0.03 0.08 -0.09 0.2083
H 1.1589 3.6647 -0.3953 -0.07 0.02 0.03 0.2130
H 0.1922 2.1868 -0.4678 -0.01 0.06 -0.10 0.2194
H 2.8152 2.3006 -1.2518 0.05 0.00 0.04 0.1908
H 3.0366 1.8653 0.4448 0.01 0.16 -0.11 0.1980
H 1.4602 0.0496 -0.0292 0.00 0.04 -0.07 0.3726
H 1.0863 1.0702 -2.4811 -0.03 -0.06 0.07 0.1620
H 2.5399 -0.1996 -3.9978 0.01 -0.01 -0.18 0.1967
H 3.5445 0.7394 -2.8892 0.13 0.08 -0.02 0.2057
H 3.3351 -0.9883 -2.6241 0.06 -0.12 0.06 0.2083
H 0.6276 -1.4054 -3.1106 0.05 -0.09 0.00 0.2049
H 1.0588 -1.7776 -1.4372 0.08 -0.11 -0.01 0.2060
H -1.2077 0.0015 -2.4396 0.06 0.07 0.05 0.2108
H -0.6866 0.0123 -0.7610 -0.02 0.07 -0.04 0.2181
H -0.6582 -3.2378 -2.5391 0.12 -0.01 -0.06 0.2139
H -2.2037 -5.0493 -2.0021 0.01 -0.09 -0.03 0.2034
H -4.0780 -5.6485 -0.8563 -0.01 0.12 0.05 0.4784
H -4.4921 -2.4053 0.4351 -0.11 0.03 0.09 0.2226
H -2.9323 -0.5716 -0.1037 0.00 0.13 0.06 0.2094

***

Largest force on an atom for the records above, in order: 10.82 1.63 0.52 eV/Å